DFT (ωB97M-V/def2-TZVPD) results for C24H21BClCsN10O6 as an isolated structure.

Values from the calculation:
Multiplicity   2
E_LUMO (spin up / spin down)   1.9655 / 1.9636 eV
Total charge   -1
Kohn-Sham gap (spin up / spin down)   7.802 / 7.802 eV

The geometry in XYZ format:
```
64
Properties=species:S:1:pos:R:3:forces:R:3
Cs -0.64606 0.52927 -0.30572 0.2 -0.4 0.4
C 0.72784 -3.47516 -0.40046 -0.1 0.1 0.0
C 1.66817 -2.57688 0.13226 0.1 0.1 0.1
N 1.18905 -1.92906 1.18296 0.0 -0.1 -0.1
N -0.07584 -2.38648 1.34243 0.1 0.1 0.1
C -0.37708 -3.30957 0.40633 0.0 -0.1 -0.1
B -0.97015 -1.90324 2.50176 0.0 0.4 -0.1
N -2.27742 -1.29158 1.95199 -0.2 -0.2 -0.3
C -3.11370 -0.47080 2.61319 0.0 0.1 0.1
C -4.17063 -0.16945 1.78707 0.0 0.0 -0.1
C -3.88882 -0.88255 0.60744 -0.1 0.0 0.1
N -2.75694 -1.56162 0.70798 0.0 -0.1 0.2
N -0.26241 -0.79299 3.30723 0.0 0.0 0.0
C 0.29674 -0.86803 4.52995 0.1 -0.1 0.1
C 0.88167 0.34882 4.81239 -0.1 -0.1 -0.1
C 0.60493 1.12059 3.67192 0.1 0.1 0.1
N -0.07502 0.42987 2.77486 -0.1 0.1 -0.1
N -1.24194 -3.08648 3.43628 0.2 -0.1 0.2
C -0.46599 -4.17810 3.62530 -0.2 -0.2 -0.1
C -0.98161 -4.88215 4.68967 0.1 0.1 0.1
C -2.06754 -4.09702 5.12003 0.0 0.0 0.0
N -2.21061 -3.01581 4.37104 -0.1 0.0 -0.1
H 0.84210 -4.13103 -1.24647 0.0 0.0 0.0
H 2.67328 -2.37759 -0.20759 0.0 0.0 0.0
H -1.35439 -3.75970 0.37578 0.0 0.0 0.0
H -2.89321 -0.15875 3.62038 0.0 0.0 0.0
H -5.01106 0.46962 1.99582 0.0 0.0 0.0
H -4.47653 -0.93033 -0.29656 0.1 0.0 -0.1
H 0.23722 -1.77367 5.11222 0.0 0.0 0.0
H 1.41084 0.64075 5.70266 0.0 0.0 0.0
H 0.88217 2.14461 3.46998 0.0 0.0 0.0
H 0.37262 -4.38711 2.98194 0.0 0.0 0.0
H -0.63129 -5.81743 5.09174 0.0 0.0 0.0
H -2.75263 -4.27825 5.93413 0.0 0.0 0.0
O -2.55008 2.80777 -6.73509 0.0 0.0 0.0
C -2.27633 2.37408 -5.64906 -0.1 -0.1 -0.1
C -2.01624 0.91687 -5.29108 0.1 -0.1 -0.2
O -2.05221 -0.01971 -6.08352 0.0 0.0 0.0
C -1.72345 0.92392 -3.90018 0.1 -0.2 0.2
C -1.86465 2.17380 -3.26363 0.0 -0.1 0.0
O -1.74637 2.42818 -2.06213 -0.1 0.4 -0.1
C -2.15473 3.17564 -4.35543 0.1 0.1 0.0
O -2.22345 4.37145 -4.24453 0.0 -0.1 0.0
O -1.40601 -0.17937 -3.13120 -0.3 0.2 -0.4
C 5.49392 3.92486 -2.72029 0.0 0.0 0.0
C 4.28518 3.23243 -2.16215 -0.1 0.0 0.0
C 2.99748 3.67346 -2.43963 0.1 0.0 0.0
C 1.91478 2.99917 -1.89467 0.0 0.0 0.0
N 2.04278 1.93526 -1.10856 -0.1 0.0 0.1
C 3.27412 1.50822 -0.84079 0.1 0.0 0.0
C 4.41338 2.11530 -1.34010 0.0 0.1 0.0
H 5.21392 4.80958 -3.29040 0.0 0.0 0.0
H 6.05154 3.25781 -3.37976 0.0 0.0 0.0
H 6.16808 4.23311 -1.91939 0.0 0.0 0.0
H 2.83397 4.53657 -3.07256 0.0 0.0 0.0
H 0.89845 3.32746 -2.09404 0.0 0.0 0.0
H 3.34454 0.64235 -0.18971 0.0 0.0 0.0
H 5.39198 1.72622 -1.08633 0.0 0.0 0.0
Cl 1.14561 -0.57944 -3.62079 0.1 0.0 0.0
C -0.57699 -1.11197 -3.74061 0.0 -0.1 0.0
H -0.64919 -2.04167 -3.18498 0.0 0.1 0.1
H -0.80809 -1.23419 -4.79373 0.1 0.0 0.0
O -0.70023 3.48745 0.96294 -0.2 0.1 0.1
N -1.80749 3.39274 1.23145 0.2 0.0 0.0
```
Forces are in eV/Å.

Mulliken atomic charge list, values in e, 6 entries:
1 Cs 0.887
2 C -0.842
3 C -0.573
4 N -0.836
5 N 1.691
6 C -0.742

DFT (ωB97M-V/def2-TZVPD) results for a 3-piece molecular cluster, C2H8IO2 overall.

Values from the calculation:
Multiplicity   1
E_LUMO   3.7710 eV
Total charge   -1
Kohn-Sham gap   7.831 eV

The geometry in XYZ format:
```
13
Properties=species:S:1:pos:R:3:forces:R:3
I 1.01378 0.56292 -2.08959 0.0 -0.1 -0.1
C -2.64858 1.37730 -0.61686 0.2 0.2 0.0
O -1.66843 2.38984 -0.48002 -0.3 0.0 -0.1
H -3.03721 1.32538 -1.63980 0.0 -0.1 0.0
H -2.24216 0.40091 -0.34105 -0.1 -0.1 0.0
H -3.47346 1.63565 0.04690 0.0 -0.1 0.1
H -0.92692 2.13557 -1.05309 0.2 -0.1 0.1
C 2.11315 -1.89916 1.24862 -0.4 -0.4 0.2
O 2.64533 -0.67382 0.84258 0.2 0.0 -0.1
H 2.45727 -2.74506 0.63566 0.0 0.1 0.0
H 2.41455 -2.08633 2.28252 0.1 0.0 0.0
H 1.01211 -1.91405 1.23137 0.1 0.1 -0.1
H 2.34057 -0.50915 -0.06722 -0.1 0.3 0.0
```
Forces are in eV/Å.

Mulliken atomic charge list, values in e, 6 entries:
1 I -0.780
2 C -0.469
3 O -0.461
4 H 0.230
5 H 0.205
6 H 0.217

Relative energy (zero: lowest compared OMol25 entry of this formula, charge and spin) values (in eV) by entry order: 0.051; 0.032.
Calculated total energy values (in hartree) by entry order: -2431.4984; -529.2483.